A structure of composition C29H36Cl3Ge2N8O4Ti, computed with the ωB97M-V functional and the def2-TZVPD basis.

Structure (XYZ):
```
83
Properties=species:S:1:pos:R:3:forces:R:3
Ti -1.09924 -0.75046 1.11257 -0.2417 -1.7534 -0.0632
N -2.07344 2.05264 2.76397 -0.1448 0.2593 0.3934
N -2.74154 2.48164 1.61267 -0.0129 -0.0201 -0.1477
C -2.32764 2.02044 0.41907 -0.6565 0.7760 -0.1780
N -2.85944 2.46994 -0.71673 0.4087 -0.1613 0.3743
N -1.33654 1.12434 0.47097 0.0623 0.9882 1.7140
N -0.87524 0.49204 -0.58733 -1.1164 0.9838 -3.1284
O -1.13734 0.72964 -1.77043 -0.0502 0.1039 -0.6232
O 0.09796 -0.33576 -0.28933 3.2542 0.1162 -1.5958
H -2.68324 1.50634 3.37317 0.1499 0.1614 -0.2647
H -1.70914 2.84624 3.28847 -0.1377 -0.0722 -0.2545
H -3.47974 3.18014 1.65517 0.1757 -0.2350 -0.0318
H -3.62034 3.12874 -0.72303 -0.0288 0.0513 0.0590
H -2.52824 2.06724 -1.58873 -0.1208 0.0864 0.2071
C 3.58926 -1.06436 3.80207 0.5487 -0.4003 -0.0182
N 2.38796 -0.25636 3.91257 0.3201 -0.0248 0.3422
C 2.30896 0.70984 4.99267 -0.0532 0.4845 0.4437
C 1.43146 -0.40646 3.08417 -0.9646 -0.1474 -0.9925
N 0.57816 -0.55926 2.30567 0.6142 0.2933 0.6771
H 4.45876 -0.41036 3.73277 -0.0503 0.0088 -0.0182
H 3.54376 -1.68236 2.90787 -0.0189 0.0341 0.0087
H 3.69586 -1.70896 4.67617 -0.0731 0.0510 -0.0106
H 3.09796 1.45394 4.87487 -0.0142 -0.0250 -0.0249
H 2.43426 0.20914 5.95297 -0.0157 -0.0536 -0.0597
H 1.34186 1.20704 4.98087 -0.0016 -0.0317 -0.0213
Cl -3.40274 -3.37296 3.43767 0.0612 -0.0153 0.1446
C -1.84274 -2.63036 3.80017 -0.2250 0.0191 0.1584
Cl -0.67194 -3.11506 2.52407 0.2510 -0.7313 0.0718
Cl -1.25894 -3.06796 5.38307 -0.0592 0.0528 -0.3263
C -1.98174 -1.09096 3.61387 0.2994 -0.4350 2.9269
O -1.78604 -0.32616 4.51747 -0.1764 -0.1727 -0.2280
O -2.29904 -0.79036 2.41187 -1.9928 0.4533 0.4243
C 3.63566 -3.00976 -2.88803 -0.5071 0.2502 0.1724
Ge 1.85636 -2.49596 -2.17293 0.1511 0.0784 -0.0235
C 0.36796 -3.02686 -3.38203 0.4956 0.2654 0.4183
C 1.63276 -3.04766 -0.26873 -0.0530 0.2961 -0.4815
Ge 1.77196 0.02074 -1.82123 0.4600 0.3597 0.2017
C 1.24956 1.40534 -3.15053 0.3178 -0.8483 0.8061
C 0.83136 0.96634 -4.40473 0.0825 -0.2291 0.1332
C 0.46726 1.88084 -5.37393 -0.0764 -0.0107 -0.0501
C 0.51136 3.23714 -5.09313 0.0777 0.0057 0.0209
C 0.94176 3.67984 -3.85173 -0.0803 0.0822 0.0520
C 1.30966 2.76814 -2.87673 0.1305 0.0219 0.1945
C 2.78816 0.74664 -0.25343 -0.3171 -0.3333 -0.7260
C 2.25576 1.72554 0.58157 -0.2217 0.0786 -0.2396
C 3.02076 2.27654 1.59547 -0.0809 0.0571 0.0001
C 4.32136 1.84064 1.79817 0.0517 -0.0097 -0.0076
C 4.85046 0.84084 0.99697 0.1206 0.0245 0.0647
C 4.08456 0.29394 -0.02033 -0.1216 -0.0886 -0.2871
H 3.67446 -4.08886 -3.01513 -0.0819 -0.1068 0.0301
H 4.44056 -2.71716 -2.21893 0.0097 0.0426 0.0846
H 3.80476 -2.55156 -3.86013 -0.0384 0.0467 -0.0294
H 0.75536 -3.16276 -4.38763 0.0644 0.0270 -0.0831
H -0.41474 -2.27456 -3.40813 -0.0940 0.0768 0.0241
H -0.05734 -3.96856 -3.05163 -0.0445 -0.1436 0.0937
H 1.65656 -4.13006 -0.18903 -0.0422 -0.1475 0.0018
H 0.68666 -2.67246 0.13407 0.1537 -0.2014 -0.1563
H 2.44756 -2.63626 0.32507 0.0701 0.0335 0.0069
H 0.80546 -0.09386 -4.62473 -0.0663 -0.0482 -0.0580
H 0.14256 1.53784 -6.34243 -0.0144 -0.0408 -0.1524
H 0.23246 3.95364 -5.84883 -0.0559 0.0791 -0.0980
H 0.98326 4.73924 -3.64613 0.0494 0.0664 0.0290
H 1.66166 3.12364 -1.91593 0.0088 0.0078 0.0216
H 1.23716 2.07124 0.42597 0.0946 0.0754 0.0760
H 2.61746 3.07454 2.20267 -0.0552 0.0285 0.0787
H 4.92706 2.29964 2.56617 0.0738 0.0137 0.0570
H 5.86906 0.51024 1.14367 0.0432 -0.0395 0.0170
H 4.50656 -0.47036 -0.66393 0.1083 -0.0120 0.0480
C -2.12014 -2.12566 -0.09963 0.0478 -0.8148 -0.1252
C -3.25834 -1.28816 -0.50893 -0.7448 0.2664 -0.2662
C -4.34444 -1.04916 0.35857 0.3084 -0.0965 -0.0451
C -5.37594 -0.20916 0.00077 -0.0802 0.1916 -0.2559
C -5.36064 0.42244 -1.24753 0.6393 -0.7455 0.2701
C -4.34304 0.12624 -2.15623 -0.2860 -0.0889 0.0862
C -3.32144 -0.72806 -1.79683 -0.1197 -0.1927 0.1140
C -6.35624 1.37454 -1.56913 -0.2571 0.2562 -0.0864
N -7.11804 2.20154 -1.78853 -0.2866 0.3294 -0.1095
H -1.54914 -2.48316 -0.96923 0.0283 0.1732 0.3181
H -2.44784 -2.98866 0.49207 0.1409 0.2444 -0.0625
H -4.38804 -1.55196 1.31667 0.0819 0.0436 -0.0282
H -6.20514 -0.04326 0.67207 -0.0493 0.0339 0.0565
H -4.36704 0.56434 -3.14203 -0.0227 0.0280 -0.1372
H -2.56954 -0.97866 -2.53273 -0.0032 -0.0307 0.0725
```
Forces are in eV/Å.

ΔE to the lowest compared entry with this formula, charge and spin ... 50.4 kcal/mol
Calculated total energy ... -8248.92031 hartree
E_LUMO (alpha / beta) ... -6.37 / -6.76 eV
Net charge ... +2
HOMO level (alpha / beta) ... -0.4919 / -0.5036 hartree
Frontier orbital gap (alpha / beta) ... 7.019 / 6.939 eV
<S²> ... 0.760
Spin multiplicity ... 2



A cluster of 7 separate species, C23H36ClO15 in total, computed with the ωB97M-V functional and the def2-TZVPD basis.

Structure (XYZ):
```
75
Properties=species:S:1:pos:R:3:forces:R:3
Cl -0.05683 0.62444 -0.51211 3.3716 -1.0863 -2.0632
O -0.95895 -0.52989 -0.53666 0.9941 0.5863 0.7164
O -0.69420 1.74591 0.03031 -1.5377 1.5677 1.9334
O 1.26996 0.40359 0.14060 -2.1395 -0.8210 0.7301
O 0.34310 0.97151 -1.85003 -0.6288 -0.3460 -1.2423
O -4.02418 -4.97481 -0.97856 1.4532 0.8415 1.5916
C -3.08522 -4.65676 -0.24079 -3.1643 0.8141 -3.1401
O -2.18643 -5.56442 0.04273 1.1787 -2.1866 -0.1451
C -1.12219 -5.12452 0.86745 -1.8692 1.7583 1.1429
C -1.70717 -3.73834 1.27261 3.0300 1.2514 1.5956
C -2.73996 -3.25360 0.30026 0.0824 -2.1058 0.4920
H -0.15305 -5.08585 0.37010 -0.2614 -0.0883 -0.3041
H -1.07931 -5.71657 1.78164 0.1955 -0.4298 -0.3397
H -0.82669 -3.10686 1.39129 -0.1134 0.6300 -0.1961
H -2.13165 -3.70066 2.27586 -0.1023 -0.6319 0.0035
H -2.39295 -2.58380 -0.48654 -0.1525 -0.0654 0.0737
H -3.54752 -2.87181 0.92489 -0.1745 0.1507 -0.8427
O -0.73521 5.49033 -6.48350 0.4252 0.7482 -0.8856
C -0.73549 5.33325 -5.30565 -0.7517 -0.4236 -0.4269
O 0.14877 5.88705 -4.43599 -0.8711 0.5381 -2.2924
C 0.04884 5.16800 -3.24211 1.4457 -1.2327 0.3962
C -0.73449 3.89868 -3.57518 -1.2278 -0.4655 2.2951
C -1.70671 4.44224 -4.53324 0.3611 1.6468 -1.9022
H -0.43069 5.80480 -2.49871 0.3419 -0.3231 0.3335
H 1.10100 4.91796 -3.10594 -0.2209 0.1624 1.3200
H -1.31450 3.61248 -2.69781 0.5763 -0.5475 0.3186
H -0.18858 3.03437 -3.95341 0.2661 0.2828 0.0949
H -2.31874 5.23396 -4.10113 -0.5972 -0.3576 0.5214
H -2.29703 3.81565 -5.20182 0.2578 -0.0392 0.2231
O -3.54863 -1.46047 2.99380 -1.5871 1.1329 -2.0382
C -4.01455 -0.67483 2.16089 1.7224 -1.5130 2.5957
O -4.93409 -1.04681 1.22707 0.1069 -1.8107 1.1492
C -5.29397 -0.05694 0.31335 1.5445 2.0917 0.7351
C -4.53953 1.16155 0.96521 -1.1609 2.5606 -1.3075
C -3.53034 0.76644 2.03662 -1.1920 -1.8772 -2.1942
H -6.36591 0.09452 0.18641 -0.0896 -0.2118 0.6950
H -4.93181 -0.24161 -0.69801 0.4297 -0.4368 0.1734
H -5.24102 1.83185 1.46192 -0.4230 -0.0532 -0.1887
H -4.15436 1.74408 0.12831 0.4389 0.1777 0.2667
H -3.54180 1.33794 2.96472 0.0023 -0.2646 -0.2433
H -2.54806 0.65287 1.57800 0.2950 0.3172 0.3603
O 5.58063 -2.16580 -0.61903 -2.5650 -0.0895 -1.4484
C 4.53013 -2.16927 -1.26537 2.6276 0.3139 0.6806
O 4.41983 -1.45485 -2.45418 -0.4890 -1.2040 2.4869
C 3.00902 -1.42019 -2.76838 -0.0783 0.1370 -1.4608
C 2.39395 -2.71789 -2.21919 -0.0128 0.7168 -0.3651
C 3.24113 -2.94662 -0.95481 -0.2452 -0.3701 -1.4090
H 3.06466 -1.41831 -3.85696 -0.6866 0.1415 -0.0494
H 2.58200 -0.47985 -2.41977 -0.1437 -0.1755 0.2459
H 2.51923 -3.47434 -2.99391 0.7036 -0.3321 0.2358
H 1.31040 -2.76609 -2.11099 0.0170 0.8141 0.4965
H 3.40731 -4.02380 -0.96739 0.5939 0.1122 0.7872
H 2.76666 -2.62205 -0.02872 0.1269 0.0928 -0.0988
O 2.31378 -4.24584 5.70985 0.9356 2.3133 -1.7014
C 2.38359 -3.26411 4.95700 -0.7085 -2.4784 2.1712
O 3.46957 -2.64196 4.54208 2.7609 -1.3403 -0.4037
C 3.22293 -1.81141 3.42027 -0.2028 2.4644 -0.4771
C 1.75893 -1.96985 3.06677 0.3916 0.3105 1.5087
C 1.27207 -2.48099 4.45419 -2.4935 -0.1744 -2.0143
H 3.84368 -1.81862 2.52434 0.6355 -1.5017 0.3139
H 3.45320 -0.79713 3.74634 -0.3708 0.2467 0.4012
H 1.67657 -2.73979 2.29962 -0.4499 0.0594 0.0401
H 1.34473 -1.01077 2.75581 -0.1864 -0.3205 -0.2253
H 0.39558 -3.10773 4.28963 -0.1583 0.1567 0.5481
H 1.07827 -1.72412 5.21425 -0.1918 0.2909 -0.2837
C 2.08949 4.48859 1.70711 -0.2940 0.9590 -0.9666
C 1.84021 4.70787 0.20206 -0.1800 1.8956 -0.4073
O 1.30657 5.73310 -0.25812 0.9499 -2.2412 1.0820
C 2.39242 3.59975 -0.64714 -0.0754 -0.6287 0.4474
H 1.57576 3.59182 2.05350 0.1675 0.0138 0.0170
H 1.78186 5.38133 2.25160 -0.1468 -0.1619 0.0650
H 3.17273 4.40402 1.79398 0.0472 -0.3504 0.2446
H 1.84855 3.48620 -1.58491 0.1758 -0.1863 0.1908
H 2.38264 2.70829 -0.02001 -0.8671 -0.4537 -0.3235
H 3.47206 3.58551 -0.79639 0.1583 1.0292 -0.3339
```
Forces are in eV/Å.

ΔE to the lowest compared entry with this formula, charge and spin ... 0.0 kcal/mol
Calculated total energy ... -2486.58444 hartree
E_LUMO ... 2.35 eV
Net charge ... -1
HOMO level ... -0.2682 hartree
Frontier orbital gap ... 9.644 eV



A structure of composition C2H4FPSi, computed with the ωB97M-V functional and the def2-TZVPD basis.

Structure (XYZ):
```
9
Properties=species:S:1:pos:R:3:forces:R:3
C 0.34838 -1.79367 2.00000 -1.3465 -1.4616 1.3289
C -0.41799 -1.35207 1.07291 -0.7352 3.0446 -2.8392
F -1.33072 -0.11941 3.47605 -0.2835 -2.2459 -1.3377
Si -0.01140 -0.00094 -1.00892 -3.2281 -1.5290 2.5678
P -1.44747 -1.67729 2.57595 2.3052 2.3645 0.2814
H 1.26623 -2.27282 2.25436 0.5188 0.2685 0.2224
H -0.96704 -0.75813 -1.92553 0.8675 0.5997 0.2866
H 1.35176 -0.33069 -0.99504 1.4286 -0.0383 -0.4479
H -0.44673 1.45193 -0.81393 0.4733 -1.0025 -0.0623
```
Forces are in eV/Å.

ΔE to the lowest compared entry with this formula, charge and spin ... 43.9 kcal/mol
Calculated total energy ... -809.18036 hartree
E_LUMO ... -0.31 eV
HOMO level ... -0.3164 hartree
Frontier orbital gap ... 8.302 eV